[1]
The following is a quantum chemistry calculation of 2 unconnected molecules or ions with the total composition C4H14N, from OMol25.

Properties
LUMO energy = -4.2221 eV
Highest occupied orbital energy = -14.28 eV
E = -215.1773 a.u.

```
! wB97M-V def2-TZVPD RIJCOSX def2/J DEFGRID3
* xyz 1 1
C -0.054 2.756 1.175
C -1.227 1.834 1.592
H -0.498 3.813 1.091
H 0.441 2.817 2.152
H 0.319 2.308 0.129
H -1.491 1.940 2.623
H -0.648 1.008 1.516
H -2.177 1.878 0.980
C 0.211 -1.076 -0.676
C -0.272 -1.367 -2.132
N 1.291 -2.062 -0.058
H 0.853 -0.136 -0.608
H -0.693 -1.091 0.181
H 0.653 -1.173 -2.685
H -1.275 -0.761 -2.348
H 2.078 -1.559 -0.317
H 0.999 -2.315 1.029
H 1.248 -2.872 -0.770
H -0.792 -2.311 -2.320
*
```

---

[2]
The following is a quantum chemistry calculation of a molecular structure, C12H8N2O4Pd, from OMol25.

Properties
LUMO energy (alpha / beta) = -8.5686 / -12.8802 eV
Highest occupied orbital energy (alpha / beta) = -15.47 / -15.46 eV
E = -999.6061 a.u.

```
! wB97M-V def2-TZVPD RIJCOSX def2/J DEFGRID3
* xyz 2 3
Pd -0.024 1.131 -0.450
C 0.004 1.908 1.371
O -0.119 2.353 2.426
C -0.027 2.856 -1.338
O -0.050 4.011 -1.336
C -1.928 0.535 -0.704
O -3.068 0.587 -0.630
C 1.851 0.458 -0.680
O 3.001 0.494 -0.652
C -0.050 -0.984 -5.345
H 0.885 -1.541 -5.231
H -0.984 -1.540 -5.207
C -0.054 0.329 -5.657
H -0.989 0.883 -5.784
H 0.879 0.882 -5.807
N 3.000 -0.021 4.633
C 2.059 -0.405 4.049
C 0.892 -0.846 3.331
C -0.381 -0.996 3.923
C -1.496 -1.236 3.110
C -1.279 -1.361 1.739
N -0.075 -1.137 1.191
C 1.022 -1.136 1.968
H -0.489 -0.896 4.990
H -2.505 -1.330 3.498
H -2.085 -1.643 1.063
H 2.011 -1.351 1.528
*
```